Computed, not measured: C46H42IrN5O3P2S as an isolated structure in a non-equilibrium geometry, with wB97M-V/def2-TZVPD.

```
100
Properties=species:S:1:pos:R:3:mulliken_charge:R:1
Ir -0.46885 -0.33262 0.01656 4.151
O -2.60824 0.59884 0.74549 -0.582
S -1.93531 1.76312 1.36936 1.155
O -2.27982 2.10882 2.70621 -0.685
O -0.45313 1.50992 1.17126 -1.122
C -2.22799 3.08510 0.27992 0.401
C -2.62307 4.33184 0.72264 -0.686
C -2.80855 5.33764 -0.21546 -0.816
C -2.59030 5.07658 -1.55958 -0.891
C -2.18255 3.81832 -1.98873 -0.415
C -1.99418 2.79627 -1.06534 -0.114
P -1.53278 1.09843 -1.60892 1.384
C -3.06254 0.43508 -2.32488 0.941
C -3.60905 1.04699 -3.45549 -0.277
C -4.77766 0.55601 -4.01355 -0.900
C -5.39699 -0.55916 -3.46387 -0.802
C -4.85924 -1.16886 -2.34076 -0.892
C -3.70446 -0.66512 -1.76157 -0.520
C -0.46321 1.50296 -3.03006 0.516
C 0.48508 2.51909 -2.88128 -0.910
C 1.34866 2.83291 -3.91851 -0.928
C 1.28615 2.12462 -5.11316 -0.733
C 0.35045 1.11348 -5.27031 -0.924
C -0.51893 0.79886 -4.23242 -0.977
H -2.78446 4.49163 1.78050 0.635
H -3.11638 6.32417 0.10290 0.441
H -2.73703 5.86059 -2.29043 0.474
H -2.00507 3.64975 -3.04169 0.339
H -3.12717 1.90545 -3.90426 0.297
H -5.19943 1.04143 -4.88339 0.480
H -6.30536 -0.94519 -3.90701 0.452
H -5.34529 -2.03066 -1.90232 0.529
H -3.32274 -1.10398 -0.85147 0.486
H 0.52739 3.08054 -1.95366 0.659
H 2.06518 3.63583 -3.79745 0.463
H 1.95507 2.37327 -5.92711 0.469
H 0.27898 0.57756 -6.20774 0.502
H -1.26963 0.03215 -4.37720 0.487
C -1.67782 -1.86103 5.74852 -0.742
C -1.82814 -3.06245 5.05278 -0.783
C -1.64455 -3.10242 3.69063 -0.734
C -1.31864 -1.92443 2.99630 -0.556
C -1.16299 -0.73544 3.69339 1.336
C -1.34456 -0.70446 5.06477 -0.924
N -1.19857 -1.92496 1.58706 1.048
N -1.59604 -2.95930 1.01566 -0.947
C -1.54480 -2.98808 -0.37199 -0.547
C -2.11959 -4.07185 -1.01997 -0.498
C -2.08710 -4.13753 -2.39776 -0.988
C -1.45318 -3.11850 -3.09479 -0.944
C -0.91720 -2.06258 -2.39530 -0.082
N -0.96112 -1.97448 -1.05648 1.610
H -1.83034 -1.82964 6.81903 0.455
H -2.09894 -3.96467 5.58416 0.430
H -1.76213 -4.01879 3.13175 0.490
H -0.94692 0.17513 3.16591 -0.228
H -1.22977 0.23251 5.59291 0.559
H -2.59409 -4.82502 -0.40689 0.638
H -2.54944 -4.96081 -2.92505 0.467
H -1.37295 -3.14589 -4.17227 0.543
H -0.41150 -1.25791 -2.90475 0.317
C 2.64388 1.69369 1.00714 -1.928
P 1.78882 0.20602 1.66980 1.849
C 1.65637 0.61558 3.44077 0.487
C 1.18036 1.86815 3.83620 -0.295
C 1.19826 2.22837 5.17482 -0.817
C 1.69019 1.34530 6.12721 -0.657
C 2.14369 0.09276 5.74226 -0.803
C 2.10435 -0.28424 4.40745 -0.539
C 3.09258 -1.06649 1.66616 -0.062
C 2.77963 -2.37546 1.32175 -0.005
C 3.77246 -3.34514 1.26238 -0.693
C 5.08107 -3.01054 1.57280 -0.642
C 5.39388 -1.71481 1.96927 -0.836
C 4.40773 -0.74211 2.00915 -0.676
H 3.08811 2.24188 1.83601 0.616
H 1.92189 2.34593 0.51449 0.270
H 3.42029 1.39532 0.30626 0.524
H 0.78660 2.55604 3.09908 0.192
H 0.83037 3.20116 5.47377 0.458
H 1.71294 1.63214 7.17036 0.424
H 2.53257 -0.59589 6.48088 0.472
H 2.44607 -1.26962 4.11871 0.468
H 1.74739 -2.62844 1.10416 0.222
H 3.52803 -4.35992 0.97421 0.466
H 5.86053 -3.75890 1.51634 0.426
H 6.40784 -1.46304 2.25132 0.462
H 4.65717 0.26244 2.32959 0.403
C 4.04591 0.24046 -3.24714 -0.746
N 3.01062 -0.42838 -2.46397 0.243
C 2.82702 -1.78741 -2.35468 -1.394
C 1.78272 -1.97112 -1.51404 -0.428
N 1.32419 -0.73443 -1.10479 0.848
C 2.09088 0.16493 -1.70017 -1.332
H 4.41218 -0.44324 -4.00730 0.336
H 4.87590 0.53432 -2.60721 0.303
H 3.63031 1.12123 -3.72857 0.277
H 3.44751 -2.49786 -2.87245 0.577
H 1.34871 -2.89576 -1.18384 0.578
H 1.99373 1.22802 -1.60310 0.942
```

Output
E: -94215.466 eV
charge: +2
spin multiplicity: 1
Kohn-Sham gap: 0.2216 Eh
energy above the lowest of the compared OMol25 structures with the same formula, charge and spin: 231.1 kJ/mol
maximum force: 2.93 eV/A